Record 1
{"formula": "C12H48O12", "method": "ωB97M-V/def2-TZVPD", "species": ["C", "O", "H", "H", "H", "H", "C", "O", "H", "H", "H", "H", "C", "O", "H", "H", "H", "H", "C", "O", "H", "H", "H", "H", "C", "O", "H", "H", "H", "H", "C", "O", "H", "H", "H", "H", "C", "O", "H", "H", "H", "H", "C", "O", "H", "H", "H", "H", "C", "O", "H", "H", "H", "H", "C", "O", "H", "H", "H", "H", "C", "O", "H", "H", "H", "H", "C", "O", "H", "H", "H", "H"], "positions_angstrom": [[4.97394, -3.35509, 7.42281], [6.13988, -3.58227, 6.66145], [4.92245, -2.33418, 7.82075], [4.07303, -3.49101, 6.82433], [4.95852, -4.06920, 8.24492], [6.79469, -4.02529, 7.21817], [0.63137, -7.78582, 12.46637], [0.99983, -7.52660, 11.11547], [0.77576, -6.89603, 13.09396], [-0.43679, -7.99000, 12.49708], [1.18990, -8.60985, 12.90852], [1.95102, -7.64496, 11.03558], [3.09579, -4.45377, 11.21621], [3.07967, -3.41080, 10.23028], [3.02255, -4.02320, 12.22159], [2.17484, -5.01644, 11.07896], [4.01950, -5.02889, 11.15604], [3.88053, -2.88763, 10.32779], [2.95568, -6.09405, 7.91708], [3.70821, -6.32251, 6.74912], [2.47285, -7.00223, 8.30381], [3.58761, -5.71693, 8.71742], [2.14703, -5.37934, 7.73607], [3.15179, -6.76447, 6.08426], [0.45714, -9.28282, 8.08879], [-0.04456, -9.56986, 9.36456], [0.13989, -10.04168, 7.37426], [0.07763, -8.32698, 7.68907], [1.55344, -9.20649, 8.06401], [0.08949, -8.79218, 9.92571], [7.26649, -5.65370, 9.45841], [7.89498, -4.65447, 8.66126], [7.70974, -5.69844, 10.46032], [6.22095, -5.37679, 9.59167], [7.29286, -6.64790, 9.00829], [8.78344, -4.94530, 8.43679], [-0.41181, -5.07400, 5.64050], [-0.93171, -4.15135, 6.56736], [0.48823, -4.71372, 5.12454], [-0.13152, -6.01182, 6.14342], [-1.17671, -5.29098, 4.89650], [-0.21107, -3.86733, 7.15430], [1.41406, -1.99043, 7.74367], [0.97307, -3.16027, 8.41670], [1.22171, -2.05973, 6.67129], [0.86345, -1.11346, 8.09808], [2.48020, -1.80913, 7.88894], [1.64318, -3.36761, 9.08752], [6.89363, -7.44094, 6.35400], [5.93453, -7.97837, 7.24413], [7.12644, -6.39148, 6.57487], [7.81109, -8.02082, 6.43661], [6.54402, -7.47260, 5.31488], [5.10498, -7.48037, 7.12226], [4.15596, -4.00399, 3.85362], [5.07758, -2.95546, 4.11365], [4.55194, -4.96839, 4.18500], [3.19035, -3.79946, 4.33473], [3.98063, -4.06505, 2.77778], [5.48946, -3.14655, 4.97006], [3.73719, -10.13215, 5.42619], [4.54328, -11.27795, 5.61395], [4.32417, -9.21162, 5.40992], [3.24625, -10.18078, 4.45033], [2.95574, -10.07046, 6.18791], [5.32169, -11.00196, 6.10523], [2.08574, -7.01570, 3.47735], [1.99614, -7.37811, 4.85984], [1.37681, -6.21766, 3.25287], [3.10106, -6.68120, 3.28439], [1.90251, -7.87729, 2.83161], [1.12613, -7.76368, 4.99950]], "energy_ha": -1388.68307, "smiles": "CO.CO.CO.CO.CO.CO.CO.CO.CO.CO.CO.CO", "e_above_lowest_ev": 4.5205, "homo_lumo_gap_ev": 9.895, "total_charge": 0}

Record 2
{"formula": "C12H48O12", "method": "ωB97M-V/def2-TZVPD", "species": ["C", "O", "H", "H", "H", "H", "C", "O", "H", "H", "H", "H", "C", "O", "H", "H", "H", "H", "C", "O", "H", "H", "H", "H", "C", "O", "H", "H", "H", "H", "C", "O", "H", "H", "H", "H", "C", "O", "H", "H", "H", "H", "C", "O", "H", "H", "H", "H", "C", "O", "H", "H", "H", "H", "C", "O", "H", "H", "H", "H", "C", "O", "H", "H", "H", "H", "C", "O", "H", "H", "H", "H"], "positions_angstrom": [[-15.22659, 2.88424, -0.77104], [-13.83790, 2.65095, -1.06370], [-15.67189, 1.93476, -0.47239], [-15.34562, 3.57863, 0.06126], [-15.70976, 3.23758, -1.68065], [-13.57847, 3.08058, -1.88028], [-11.04275, -0.11134, -0.26092], [-9.71535, 0.00864, -0.74185], [-11.02214, -0.50232, 0.76216], [-11.59363, 0.83392, -0.19347], [-11.59366, -0.80127, -0.89966], [-9.13542, 0.18781, 0.01116], [-6.59896, -1.61382, -0.37723], [-6.22124, -2.92306, 0.06775], [-6.26878, -1.44876, -1.40770], [-7.68444, -1.55818, -0.41596], [-6.17496, -0.86475, 0.29256], [-5.28948, -2.90807, 0.29556], [-7.46401, 0.17902, 2.66469], [-8.66082, 0.27922, 1.89841], [-6.74892, 0.95322, 2.36558], [-7.64698, 0.30731, 3.73303], [-7.00399, -0.78524, 2.46151], [-8.91583, 1.21985, 1.93563], [-9.14510, 3.38723, -0.04888], [-9.41396, 2.98062, 1.29221], [-9.09077, 2.53702, -0.73260], [-9.92116, 4.05983, -0.41918], [-8.19413, 3.92008, -0.10176], [-10.35406, 3.16879, 1.42138], [-6.74804, 1.55026, -1.99104], [-5.33469, 1.59539, -1.99909], [-7.15556, 1.17322, -1.04554], [-7.14438, 2.56399, -2.05248], [-7.17917, 0.96050, -2.80103], [-5.01986, 0.74649, -2.32111], [-13.21750, 3.39173, 2.36724], [-12.37706, 3.15029, 1.26771], [-13.99338, 2.62205, 2.48550], [-12.62198, 3.37427, 3.27560], [-13.78491, 4.32554, 2.28983], [-12.89791, 2.98562, 0.44950], [-14.48815, -1.07726, 0.40685], [-14.20287, -1.56006, -0.89315], [-14.30679, 0.00383, 0.44163], [-15.54756, -1.19319, 0.66247], [-13.87177, -1.56597, 1.15256], [-14.65658, -1.00040, -1.52692], [-10.93944, 1.40308, -3.33522], [-9.79734, 2.24618, -3.24057], [-11.66087, 1.53916, -2.53580], [-11.38553, 1.46357, -4.33435], [-10.59270, 0.36350, -3.28451], [-9.11328, 1.83744, -3.77608], [-12.93014, -2.45996, -3.99954], [-12.24488, -2.63062, -5.22702], [-12.92907, -3.32681, -3.32698], [-12.40852, -1.68607, -3.41423], [-13.97782, -2.19467, -4.13078], [-11.55021, -3.28113, -5.09778], [-9.24378, -3.31679, 1.80405], [-8.73672, -4.12482, 0.74887], [-10.30552, -3.51511, 1.92002], [-8.70416, -3.51577, 2.73662], [-9.08930, -2.25572, 1.58238], [-7.92828, -3.70365, 0.41463], [-9.17255, -2.80228, -2.87207], [-8.66813, -1.47839, -2.93945], [-8.52635, -3.42421, -3.48900], [-9.25438, -3.17675, -1.84709], [-10.19249, -2.85079, -3.28161], [-8.98955, -0.97690, -2.16973]], "energy_ha": -1388.67576, "smiles": "CO.CO.CO.CO.CO.CO.CO.CO.CO.CO.CO.CO", "e_above_lowest_ev": 4.7195, "homo_lumo_gap_ev": 9.806, "total_charge": 0}

Record 3
{"formula": "C12H4O7SW", "method": "ωB97M-V/def2-TZVPD", "species": ["W", "O", "C", "O", "C", "C", "C", "C", "C", "C", "S", "H", "H", "H", "H", "O", "C", "C", "O", "C", "C", "O", "C", "O", "O"], "positions_angstrom": [[-0.40594, -0.31960, -1.15815], [3.44687, -1.42331, -1.38952], [2.54146, -1.06816, -0.71818], [1.43074, -0.42650, -1.29464], [2.41379, -1.19913, 0.75700], [3.58817, -1.05051, 1.48295], [3.57296, -1.12253, 2.86683], [2.37582, -1.36742, 3.52176], [1.20408, -1.55005, 2.79925], [1.20904, -1.46320, 1.41346], [-0.35469, -1.83222, 0.61275], [4.50916, -0.86867, 0.94458], [4.48794, -0.98880, 3.42745], [2.34923, -1.42502, 4.60202], [0.27680, -1.76620, 3.31302], [-5.23864, 3.26250, -2.63853], [-4.31207, 2.54453, -2.43833], [-2.81180, 2.90731, -2.65023], [-2.37467, 3.88766, -3.17447], [-2.10621, 1.72256, -2.10892], [-2.95033, 0.78635, -1.64899], [-2.32046, -0.28735, -1.12771], [-4.37142, 1.12165, -1.80593], [-5.35294, 0.47568, -1.58421], [-0.80689, 1.45046, -2.00326]], "energy_ha": -1451.62743, "homo_lumo_gap_ev": [7.536, 7.420], "total_charge": 0}

Record 4
{"formula": "C12H55NO23S2", "method": "ωB97M-V/def2-TZVPD", "species": ["O", "O", "O", "S", "C", "C", "C", "C", "C", "C", "N", "C", "C", "C", "C", "C", "C", "S", "H", "H", "H", "H", "H", "H", "H", "H", "H", "H", "H", "H", "H", "H", "H", "O", "H", "H", "O", "H", "H", "O", "H", "H", "O", "H", "H", "O", "H", "H", "O", "H", "H", "O", "H", "H", "O", "H", "H", "O", "H", "H", "O", "H", "H", "O", "H", "H", "O", "H", "H", "O", "H", "H", "O", "H", "H", "O", "H", "H", "O", "H", "H", "O", "H", "H", "O", "H", "H", "O", "H", "H", "O", "H", "H"], "positions_angstrom": [[3.13841, -0.56091, -0.75009], [2.92046, -2.17651, 1.10240], [0.81016, -1.84616, -0.49910], [-2.85558, -1.11508, -3.93169], [-1.82638, -2.52757, -3.97849], [-0.88274, -2.56750, -2.97717], [-0.03237, -0.90940, -1.03886], [-0.96796, -1.38409, -2.08918], [-2.00223, -0.60261, -2.46487], [-0.04539, 0.40801, -0.70983], [0.19206, 2.17765, 1.16126], [-1.07096, 1.76832, 1.89657], [1.05768, 3.13370, 1.95040], [-2.37525, 0.60970, -1.66432], [-0.99586, 1.26926, -1.50984], [0.82818, 1.12335, 0.32801], [1.49541, 0.06756, 1.24530], [2.18669, -1.18171, 0.23291], [-2.03828, -3.35434, -4.63875], [-0.19738, -3.37177, -2.81132], [-1.58842, 2.66212, 2.13662], [-1.63636, 1.05862, 1.33212], [-0.85041, 1.27471, 2.89752], [1.81887, 3.53380, 1.25665], [0.48910, 3.95239, 2.36861], [1.56784, 2.63623, 2.72654], [-2.98360, 1.33267, -2.16191], [-2.75583, 0.32301, -0.70686], [-1.17054, 2.19059, -0.93153], [-0.57664, 1.47645, -2.40069], [1.56431, 1.63293, -0.32858], [2.21192, 0.46609, 1.91495], [0.67069, -0.38957, 1.74615], [3.94005, 1.12618, 3.33483], [3.89352, 2.01810, 3.81032], [3.86053, 0.39441, 4.02905], [-3.96735, -0.26013, 1.81512], [-4.71310, -0.86720, 2.12990], [-3.13255, -0.82011, 1.69989], [2.18123, 5.57956, -0.85305], [2.80272, 4.78699, -0.75633], [1.63252, 5.44911, -1.69309], [2.56488, -2.50289, 3.81850], [2.75528, -2.54734, 2.82576], [3.22046, -1.85537, 4.23646], [4.83959, -2.95744, -0.96422], [4.51114, -2.42133, -0.17147], [5.61607, -3.52934, -0.65800], [-2.57063, -6.03894, -3.93302], [-3.25295, -5.39508, -4.31202], [-3.06064, -6.86276, -3.60903], [-0.14689, -6.25258, -2.33768], [-0.15014, -7.19327, -2.71032], [-1.09407, -5.89810, -2.36851], [0.19126, -1.13254, 4.32780], [1.08539, -1.54674, 4.09817], [-0.16336, -1.58867, 5.15843], [3.23557, -1.89838, -3.49270], [3.93189, -1.23328, -3.80341], [3.57187, -2.33302, -2.64314], [-4.88312, -4.55613, -4.63631], [-5.65738, -4.15401, -4.12388], [-4.75033, -4.01621, -5.48166], [-5.73370, 1.04138, -0.10496], [-6.23228, 1.67556, 0.50578], [-4.84802, 0.81646, 0.32949], [-3.75591, 1.81105, 3.88602], [-4.64043, 2.29761, 3.95418], [-3.83175, 1.12091, 3.15000], [4.41715, 4.17871, 0.57746], [4.60617, 3.18810, 0.65946], [5.24934, 4.68245, 0.85581], [-1.47615, -1.81580, 2.29075], [-1.28761, -2.80685, 2.21308], [-1.07262, -1.48523, 3.15773], [5.57233, -3.00091, 1.91041], [4.74283, -3.56001, 1.75843], [6.38124, -3.58993, 1.76047], [-1.22594, 4.59508, 0.12215], [-0.68245, 3.94116, 0.67058], [-0.72759, 4.77377, -0.74010], [-2.40706, 4.50055, 4.49684], [-2.91993, 3.64171, 4.34477], [-2.38201, 5.01146, 3.62385], [5.01067, 0.88239, -2.20314], [5.53812, 0.10455, -2.57800], [4.12470, 0.52893, -1.86566], [-3.74438, 3.53827, -0.19492], [-2.88942, 3.99447, 0.09609], [-4.41486, 3.61490, 0.55898], [-0.83634, 1.54200, -4.94195], [0.04403, 1.41073, -5.42307], [-0.96932, 0.76311, -4.30997]], "energy_ha": -3071.75045, "homo_lumo_gap_ev": 8.039, "total_charge": 0}

The calculation returns the following F_max values, one per record and in order: 1.00 1.74 1.06 5.04 eV/Å.